# C5H11N2O

A gas-phase ion, C5H11N2O (charge +1) (ωB97M-V/def2-TZVPD, the Open Molecules 2025 dataset).

Last column: natural (NBO) charge in e.
Element x y z (Å)
1 C -1.35 -0.44 -0.75  0.3918
2 C -0.89 -0.90 1.82  -0.0726
3 C 0.48 1.44 -1.10  0.1159
4 C -1.47 -1.49 2.82  -0.3783
5 C 2.71 0.66 -1.26  -0.2419
6 N -1.45 -0.92 0.51  -0.5379
7 N -0.64 0.46 -1.37  -0.5363
8 O 1.57 1.31 -1.83  -0.5021
9 H -2.17 -0.68 -1.43  0.2261
10 H 0.07 -0.38 2.01  0.2334
11 H -0.03 2.43 -1.24  0.2123
12 H -0.98 -1.31 3.81  0.2429
13 H 0.76 1.31 0.03  0.1667
14 H -2.44 -2.17 2.98  0.2480
15 H 2.77 0.79 -0.10  0.1715
16 H 3.64 1.11 -1.69  0.2254
17 H 2.73 -0.32 -1.38  0.1779
18 H -2.30 -1.47 0.54  0.4259
19 H -0.98 0.58 -2.39  0.4313

Calculated values
* spin multiplicity: 1
* HOMO-LUMO gap: 0.37234 Eh
* HOMO level: -13.7436 eV
* LUMO: -3.61 eV
* charge: +1
* SMILES: C=CN/C=[NH+]\COC
* energy above the lowest of the compared OMol25 structures with the same formula, charge and spin: 3.773 eV